Record 1
The ion C4H10NO with charge +1. Source: the Open Molecules 2025 dataset; level of theory: wB97M-V/def2-TZVPD.

Cartesian coordinates (Å):
C1 -2.089 1.734 0.173
C2 -1.129 0.980 -0.446
C3 1.873 -1.316 0.070
C4 -0.293 0.129 0.503
N1 1.085 -0.175 -0.418
O1 -0.855 -1.133 0.574
H1 -2.992 2.186 -0.400
H2 -2.163 1.871 1.203
H3 -1.000 0.810 -1.546
H4 1.500 -2.353 -0.117
H5 2.989 -1.270 -0.278
H6 1.916 -1.222 1.182
H7 0.127 0.560 1.381
H8 1.808 0.543 -0.395
H9 0.668 -0.162 -1.312
H10 -1.446 -1.180 -0.175

Net charge: +1
Energy: -288.0809 a.u.
LUMO level: -3.263 eV
HOMO energy: -0.5434 Eh
ΔE to the lowest compared entry with this formula, charge and spin: 2.237 eV
Structure (SMILES): C=C[C@@H](O)[NH2+]C

Record 2
A cluster of 2 separate species, C4H10NO2 in total. Source: the Open Molecules 2025 dataset; level of theory: wB97M-V/def2-TZVPD.

Cartesian coordinates (Å):
C1 -1.951 1.263 0.083
C2 -1.967 -1.482 0.150
C3 -1.265 -0.151 0.100
C4 0.160 -0.109 0.158
N1 3.596 0.674 -0.856
O1 3.324 0.519 0.548
O2 1.105 -0.937 0.254
H1 -1.624 1.866 0.910
H2 -3.023 1.155 0.056
H3 -1.858 1.895 -0.742
H4 -2.553 -1.585 0.968
H5 -1.165 -2.245 0.500
H6 -2.605 -1.809 -0.674
H7 2.700 0.370 -1.242
H8 0.459 0.970 0.395
H9 4.095 -0.245 -1.140
H10 2.572 -0.150 0.530

Net charge: -1
Energy: -363.5598 a.u.
LUMO level: 4.097 eV
HOMO energy: -0.0910 Eh
ΔE to the lowest compared entry with this formula, charge and spin: 4.479 eV

Record 3
The ion C4H10NO2 with charge -1. Source: the Open Molecules 2025 dataset; level of theory: wB97M-V/def2-TZVPD.

Cartesian coordinates (Å):
C1 -0.521 -1.571 0.939
O1 -1.623 -1.715 1.622
C2 -0.650 -0.364 -0.211
C3 0.237 0.819 0.193
C4 1.293 1.244 -0.860
O2 2.303 0.275 -0.975
N1 -2.012 0.149 -0.211
H1 0.396 -1.392 1.571
H2 -0.168 -2.410 0.233
H3 -0.446 -0.782 -1.194
H4 -0.263 1.717 0.580
H5 0.943 0.509 0.994
H6 0.906 1.344 -1.898
H7 1.819 2.199 -0.684
H8 2.580 -0.425 -0.386
H9 -2.185 1.030 0.234
H10 -2.609 -0.628 0.053

Net charge: -1
Energy: -363.5830 a.u.
LUMO level: 3.756 eV
HOMO energy: -0.0910 Eh
ΔE to the lowest compared entry with this formula, charge and spin: 3.848 eV
Structure (SMILES): N[C@H](C[O-])CCO

Record 4
A cluster of 2 separate species, C4H10NO2 in total. Source: the Open Molecules 2025 dataset; level of theory: wB97M-V/def2-TZVPD.

Cartesian coordinates (Å):
C1 -1.467 0.970 0.871
C2 -0.244 -1.190 0.948
C3 -0.743 -0.269 -1.207
C4 -0.780 -0.224 0.265
N1 2.175 -0.097 0.178
O1 2.091 1.167 -0.442
O2 0.121 0.583 -1.919
H1 -1.052 1.187 1.888
H2 -1.266 1.779 0.294
H3 -2.515 0.751 0.905
H4 -0.043 -2.156 0.692
H5 -0.305 -1.098 2.080
H6 1.099 0.829 -1.362
H7 -0.557 -1.252 -1.614
H8 -1.801 -0.057 -1.534
H9 2.134 -0.772 -0.539
H10 3.152 -0.150 0.495

Net charge: -1
Energy: -363.5283 a.u.
LUMO level: 4.108 eV
HOMO energy: -0.0838 Eh
ΔE to the lowest compared entry with this formula, charge and spin: 5.337 eV

Record 5
The ion C4H10NO2 with charge +1. Source: the Open Molecules 2025 dataset; level of theory: wB97M-V/def2-TZVPD.

Cartesian coordinates (Å):
C1 -0.693 -0.546 1.576
C2 0.432 -0.168 0.619
C3 -0.035 0.438 -0.819
C4 -1.003 -0.642 -1.667
O1 -0.707 -0.430 -3.011
O2 -1.828 -1.480 -1.250
N1 1.399 0.882 1.140
H1 -0.376 -0.480 2.559
H2 -0.997 -1.563 1.192
H3 -1.498 0.161 1.409
H4 1.067 -1.104 0.446
H5 0.861 0.806 -1.351
H6 -0.557 1.541 -0.644
H7 -1.191 -1.030 -3.707
H8 1.642 1.535 0.351
H9 2.426 0.637 1.216
H10 1.059 1.443 1.941

Net charge: +1
Energy: -363.3489 a.u.
LUMO level: -3.976 eV
HOMO energy: -0.5320 Eh
ΔE to the lowest compared entry with this formula, charge and spin: 2.362 eV
Structure (SMILES): C[C@H]([NH3+])CC(=O)O

Record 6
The ion C4H10NO2 with charge +1. Source: the Open Molecules 2025 dataset; level of theory: wB97M-V/def2-TZVPD.

Cartesian coordinates (Å):
C1 0.298 1.108 -0.969
C2 -0.970 0.643 -0.314
C3 -1.079 -0.907 -0.184
C4 -0.103 -1.502 0.793
O1 -0.294 -2.806 0.903
O2 0.698 -0.906 1.490
N1 1.349 1.408 0.087
H1 0.755 0.369 -1.621
H2 0.149 2.034 -1.513
H3 -1.864 0.982 -0.827
H4 -1.055 1.006 0.699
H5 -1.001 -1.326 -1.181
H6 -2.046 -1.226 0.201
H7 0.341 -3.264 1.460
H8 1.293 0.670 0.829
H9 2.265 1.378 -0.333
H10 1.265 2.340 0.481

Net charge: +1
Energy: -363.4357 a.u.
LUMO level: -3.299 eV
HOMO energy: -0.5556 Eh
ΔE to the lowest compared entry with this formula, charge and spin: 0.000 eV
Structure (SMILES): [NH3+]CCCC(=O)O

Record 7
A cluster of 2 separate species, C4H10NO2 in total. Source: the Open Molecules 2025 dataset; level of theory: wB97M-V/def2-TZVPD.

Cartesian coordinates (Å):
C1 1.729 1.430 0.064
C2 -2.353 0.804 -0.499
C3 -1.134 -0.827 0.883
C4 2.027 -0.893 -0.140
N1 1.235 0.286 0.242
O1 -1.767 0.256 0.703
O2 -0.962 -1.805 0.109
H1 2.768 1.579 -0.157
H2 1.309 2.294 0.575
H3 -3.357 1.109 -0.231
H4 -2.505 0.118 -1.350
H5 -0.972 -1.001 2.030
H6 1.463 -1.433 -0.869
H7 2.951 -0.506 -0.537
H8 2.325 -1.401 0.755
H9 -1.747 1.704 -0.690
H10 -1.010 -1.716 -0.888

Net charge: +1
Energy: -363.2976 a.u.
LUMO level: -3.972 eV
HOMO energy: -0.5080 Eh
ΔE to the lowest compared entry with this formula, charge and spin: 3.758 eV

Record 8
A cluster of 2 separate species, C4H10NO2S in total. Source: the Open Molecules 2025 dataset; level of theory: wB97M-V/def2-TZVPD.

Cartesian coordinates (Å):
O1 -1.289 3.519 0.177
C1 -0.975 2.372 0.619
N1 -0.601 1.453 -0.257
C2 -0.130 0.064 -0.029
C3 -1.020 -0.975 -0.609
S1 -0.159 -2.609 -0.689
C4 0.223 -0.230 1.454
H1 -1.165 2.315 1.742
H2 -0.549 1.773 -1.204
H3 1.026 0.060 -0.493
H4 -1.313 -0.610 -1.711
H5 -1.959 -0.955 -0.128
H6 0.319 0.628 2.076
H7 -0.637 -0.639 1.963
H8 1.139 -0.992 1.687
H9 2.698 -2.371 -1.560
H10 1.745 -1.332 -1.401
O2 2.646 -1.471 -1.636

Net charge: -1
Energy: -761.8395 a.u.
LUMO level: 3.660 eV
HOMO energy: -0.1166 Eh
ΔE to the lowest compared entry with this formula, charge and spin: 2.228 eV

Record 9
The ion C4H10NO2S with charge +1. Source: the Open Molecules 2025 dataset; level of theory: wB97M-V/def2-TZVPD.

Cartesian coordinates (Å):
C1 0.270 -1.118 -0.215
C2 1.311 -1.953 0.223
C3 -1.593 1.460 0.891
C4 0.300 0.371 -0.266
N1 -1.127 0.850 -0.361
O1 -0.783 -1.571 -0.617
O2 1.092 0.853 0.722
S1 0.976 0.651 -2.118
H1 1.002 -2.342 1.278
H2 2.333 -1.512 0.161
H3 1.441 -3.073 -0.324
H4 -1.450 0.834 1.731
H5 -1.135 2.522 1.102
H6 -2.674 1.431 0.809
H7 -1.510 -0.251 -0.617
H8 -1.403 1.533 -1.200
H9 1.264 1.887 0.892
H10 1.688 -0.571 -2.091

Net charge: +1
Energy: -761.4976 a.u.
LUMO level: -4.229 eV
HOMO energy: -0.5154 Eh
ΔE to the lowest compared entry with this formula, charge and spin: 2.609 eV
Structure (SMILES): C[NH2+][C@](O)(S)C(C)=O

Record 10
A cluster of 2 separate species, C4H10NO3 in total. Source: the Open Molecules 2025 dataset; level of theory: wB97M-V/def2-TZVPD.

Cartesian coordinates (Å):
C1 -0.278 -1.096 -1.189
N1 -0.248 -0.324 -2.478
C2 -1.430 0.672 0.330
C3 -0.140 0.357 -0.443
C4 1.314 0.541 -0.008
O1 1.803 -0.343 0.922
O2 -1.185 -1.889 -0.773
H1 0.694 -1.614 -1.161
H2 1.325 -0.094 1.822
H3 -1.464 -0.097 1.110
H4 -2.337 0.621 -0.259
H5 -1.331 1.630 0.838
H6 -0.279 0.999 -1.396
H7 1.374 1.577 0.387
H8 1.895 0.465 -0.930
H9 -0.943 -0.888 -3.003
H10 0.586 -0.742 3.072
O3 0.644 0.223 3.158

Net charge: -1
Energy: -438.6902 a.u.
LUMO level: 1.168 eV
HOMO energy: -0.1384 Eh
ΔE to the lowest compared entry with this formula, charge and spin: 8.027 eV

Record 11
A cluster of 2 separate species, C4H10NO3 in total. Source: the Open Molecules 2025 dataset; level of theory: wB97M-V/def2-TZVPD.

Cartesian coordinates (Å):
C1 0.398 -1.644 -0.109
N1 0.363 -0.531 -1.017
C2 0.180 0.812 -0.626
O1 0.100 1.656 -1.547
O2 0.156 1.019 0.618
C3 -0.969 -2.277 0.186
C4 -0.996 -2.858 1.606
H1 0.886 -1.341 0.814
H2 1.088 -2.369 -0.561
H3 0.208 -0.729 -1.989
H4 -1.733 -1.513 0.099
H5 -1.114 -3.130 -0.482
H6 -0.612 -2.105 2.300
H7 -1.987 -3.215 1.886
H8 -0.321 -3.717 1.718
H9 0.372 3.416 -0.355
H10 0.780 2.746 0.880
O3 0.689 3.651 0.529

Net charge: -1
Energy: -438.9794 a.u.
LUMO level: 3.698 eV
HOMO energy: -0.1680 Eh
ΔE to the lowest compared entry with this formula, charge and spin: 0.159 eV

Record 12
A cluster of 2 separate species, C4H10NO3 in total. Source: the Open Molecules 2025 dataset; level of theory: wB97M-V/def2-TZVPD.

Cartesian coordinates (Å):
C1 1.599 -1.354 -0.159
O1 1.127 -2.226 0.906
C2 0.665 -1.465 -1.305
C3 -0.791 -0.893 -0.803
C4 -0.778 0.425 -0.310
N1 -2.150 0.934 -0.113
O2 0.210 1.080 0.013
H1 1.825 -0.353 0.382
H2 2.633 -1.698 -0.133
H3 1.023 -0.860 -2.198
H4 0.429 -2.526 -1.699
H5 -1.667 -1.482 -1.006
H6 0.229 -2.024 0.917
H7 -2.283 1.905 0.106
H8 -2.814 0.664 -0.780
H9 0.959 3.210 1.745
H10 -0.452 3.163 1.939
O3 0.237 3.501 2.496

Net charge: -1
Energy: -438.8578 a.u.
LUMO level: 4.071 eV
HOMO energy: -0.0932 Eh
ΔE to the lowest compared entry with this formula, charge and spin: 3.467 eV

Record 13
A cluster of 2 separate species, C4H10NO3 in total. Source: the Open Molecules 2025 dataset; level of theory: wB97M-V/def2-TZVPD.

Cartesian coordinates (Å):
C1 0.105 -0.620 -2.099
N1 -0.289 0.041 -1.019
C2 0.163 1.969 0.390
C3 0.664 0.626 -0.144
C4 0.920 -0.397 1.064
O1 0.410 0.139 2.319
O2 1.254 -1.080 -2.311
H1 -0.751 -0.858 -2.739
H2 -0.525 0.280 2.160
H3 -0.909 1.914 0.631
H4 0.171 2.833 -0.278
H5 0.639 2.319 1.298
H6 1.680 0.791 -0.515
H7 1.929 -0.724 1.269
H8 0.248 -1.230 0.906
H9 -2.206 -1.751 -0.959
H10 -1.313 -2.000 0.165
O3 -2.190 -2.253 -0.135

Net charge: -1
Energy: -438.9001 a.u.
LUMO level: 3.805 eV
HOMO energy: -0.1325 Eh
ΔE to the lowest compared entry with this formula, charge and spin: 2.318 eV

Record 14
A cluster of 2 separate species, C4H10NO3 in total. Source: the Open Molecules 2025 dataset; level of theory: wB97M-V/def2-TZVPD.

Cartesian coordinates (Å):
C1 0.051 -2.326 -0.307
N1 0.155 -0.851 0.087
C2 1.367 -0.287 -0.501
C3 -1.169 -0.139 -0.123
C4 -1.144 1.332 -0.454
O1 -1.494 1.443 -1.600
O2 -1.055 2.308 0.322
H1 -0.512 -2.574 -1.224
H2 -0.137 -2.800 0.649
H3 1.023 -2.687 -0.812
H4 2.121 -1.199 -0.523
H5 1.701 0.549 0.169
H6 1.147 0.180 -1.418
H7 -1.703 -0.610 -0.871
H8 -1.905 -0.497 0.791
H9 1.299 2.747 1.761
H10 -0.290 2.652 1.766
O3 0.546 2.759 2.286

Net charge: -2
Energy: -438.7188 a.u.
LUMO level (spin up / spin down): 6.430 / 6.346 eV
HOMO energy (spin up / spin down): 0.1451 / -0.0342 Eh
ΔE to the lowest compared entry with this formula, charge and spin: 3.089 eV
<S²>: 0.751
Spin multiplicity: 2